P | DFT (the ωB97M-V functional and the def2-TZVPD basis) results for 2 unconnected molecules or ions with the total composition C16H17F2O.

Results
Charge   +1
E_LUMO   -0.23154 hartree

Last column: natural (NBO) charge in e.
CARTESIAN COORDINATES (ANGSTROEM)
F1 -5.626 1.135 -1.529  -0.2730
C1 -4.341 0.722 -1.492  0.5248
C2 -4.042 -0.631 -1.501  -0.2905
C3 -2.740 -1.052 -1.474  -0.0522
C4 -1.664 -0.137 -1.438  -0.2126
C5 -0.358 -0.688 -1.425  0.1200
C6 0.952 -0.145 -1.432  -0.1137
C7 2.022 -1.066 -1.441  -0.0815
C8 3.326 -0.652 -1.458  -0.2948
C9 3.633 0.699 -1.466  0.5213
F2 4.921 1.104 -1.479  -0.2739
C10 2.604 1.626 -1.459  -0.2819
C11 1.294 1.224 -1.443  -0.1002
C12 -1.999 1.233 -1.425  -0.0771
C13 -3.307 1.644 -1.453  -0.2777
H1 -4.853 -1.336 -1.531  0.2605
H2 -2.525 -2.106 -1.487  0.2330
H3 -0.361 -1.767 -1.424  0.2205
H4 1.801 -2.119 -1.442  0.2323
H5 4.134 -1.362 -1.471  0.2599
H6 2.862 2.671 -1.469  0.2582
H7 0.532 1.974 -1.449  0.2176
H8 -1.234 1.980 -1.396  0.2179
H9 -3.560 2.690 -1.446  0.2585
C14 0.411 -1.576 3.679  -0.6275
C15 0.596 -0.585 2.531  0.1091
C16 1.519 0.564 2.924  -0.6310
O1 -0.681 -0.098 2.087  -0.7285
H10 1.364 -1.999 4.000  0.2196
H11 -0.046 -1.084 4.537  0.2206
H12 -0.246 -2.396 3.384  0.2172
H13 1.045 -1.125 1.678  0.1347
H14 2.499 0.200 3.232  0.2175
H15 1.660 1.266 2.102  0.1958
H16 1.097 1.120 3.760  0.2231
H17 -0.689 0.074 1.117  0.4542

Q | DFT (the ωB97M-V functional and the def2-TZVPD basis) results for 2 unconnected molecules or ions with the total composition C16H17F2O.

Results
Charge   +1
E_LUMO   -0.21033 hartree

Last column: natural (NBO) charge in e.
CARTESIAN COORDINATES (ANGSTROEM)
C1 5.138 1.751 0.113  -0.6582
C2 3.785 1.157 0.065  0.0445
C3 2.685 1.983 -0.163  0.4411
F1 2.914 3.332 -0.308  -0.3193
C4 1.389 1.526 -0.244  -0.2055
C5 1.129 0.142 0.004  -0.1679
C6 -0.141 -0.461 0.029  0.1336
C7 -1.404 0.152 0.113  -0.1796
C8 -1.646 1.537 0.374  -0.1995
C9 -2.941 2.006 0.325  0.4430
F2 -3.153 3.358 0.459  -0.3184
C10 -4.055 1.188 0.142  0.0363
C11 -5.405 1.791 0.124  -0.6547
C12 -3.826 -0.188 -0.026  -0.2225
C13 -2.545 -0.689 -0.044  -0.0726
C14 2.256 -0.707 0.208  -0.0766
C15 3.540 -0.214 0.243  -0.2264
H1 5.883 0.956 0.168  0.2331
H2 5.334 2.360 -0.777  0.2563
H3 5.256 2.397 0.992  0.2587
H4 0.588 2.203 -0.520  0.2402
H5 -0.140 -1.549 -0.007  0.2655
H6 -0.834 2.209 0.626  0.2414
H7 -6.155 0.999 0.087  0.2331
H8 -5.579 2.401 1.018  0.2570
H9 -5.540 2.436 -0.752  0.2591
H10 -4.680 -0.851 -0.147  0.2422
H11 -2.363 -1.753 -0.193  0.2226
H12 2.057 -1.769 0.351  0.2360
H13 4.384 -0.880 0.415  0.2418
C16 0.998 -4.636 -0.484  -0.2561
O1 0.090 -3.553 -0.254  -0.7617
H14 1.760 -4.601 0.302  0.1802
H15 0.530 -5.634 -0.480  0.1925
H16 1.498 -4.479 -1.447  0.1803
H17 -0.806 -3.917 -0.310  0.4806

Stability check: which of them is most stable? Q.

P | DFT (the ωB97M-V functional and the def2-TZVPD basis) results for a molecular structure, C28H23BrIrN4O4S3.

Results
Charge   +1
E_LUMO   -0.11747 hartree

Last column: natural (NBO) charge in e.
CARTESIAN COORDINATES (ANGSTROEM)
Ir1 0.041 -1.700 -0.351  0.8307
O1 -3.735 1.647 -2.163  -0.7046
C1 -4.017 1.134 -0.919  0.3714
C2 -4.945 1.715 -0.068  -0.2975
C3 -5.164 1.161 1.184  -0.1750
C4 -4.467 0.027 1.579  -0.2379
C5 -3.546 -0.543 0.715  -0.1639
C6 -3.299 0.007 -0.535  -0.1734
C7 -2.327 -0.631 -1.503  0.2384
O2 -1.815 -1.836 -1.045  -0.7195
N1 -1.248 0.353 -1.857  -0.4495
N2 0.010 0.028 -1.409  -0.2322
C8 0.950 0.895 -1.437  0.0328
C9 2.253 0.673 -0.838  -0.1391
Br1 2.547 -1.080 -0.103  0.2608
C10 3.185 1.623 -0.773  -0.1368
C11 4.493 1.585 -0.108  -0.0318
C12 4.624 1.123 1.201  -0.2177
C13 5.869 1.119 1.811  -0.1908
C14 6.986 1.569 1.121  -0.1870
C15 6.857 2.048 -0.176  -0.2014
C16 5.613 2.070 -0.783  -0.2074
H1 -4.323 2.388 -2.343  0.4904
H2 -5.494 2.595 -0.384  0.2118
H3 -5.891 1.613 1.845  0.2215
H4 -4.654 -0.417 2.547  0.2180
H5 -3.039 -1.464 0.979  0.2261
H6 -2.847 -0.823 -2.450  0.1726
H7 -1.492 1.296 -1.574  0.3951
H8 0.759 1.878 -1.858  0.2188
H9 2.929 2.548 -1.283  0.2306
H10 3.746 0.807 1.751  0.2328
H11 5.964 0.772 2.831  0.2235
H12 7.955 1.561 1.600  0.2253
H13 7.724 2.414 -0.708  0.2255
H14 5.509 2.459 -1.789  0.2149
O3 1.023 1.254 2.197  -0.9207
S1 -0.332 0.792 2.142  2.3182
O4 -1.326 1.629 1.548  -0.8999
N3 -0.355 -0.706 1.411  -0.8178
C17 -0.558 -1.701 2.256  0.1256
S2 -0.403 -3.201 1.490  0.0630
C18 -0.858 -1.265 3.624  -0.0549
C19 -1.168 -2.018 4.742  -0.1729
C20 -1.433 -1.344 5.929  -0.1808
C21 -1.383 0.044 5.992  -0.1708
C22 -1.064 0.805 4.869  -0.1596
C23 -0.813 0.120 3.703  -0.3259
H15 -1.207 -3.098 4.688  0.2409
H16 -1.681 -1.908 6.818  0.2343
H17 -1.594 0.543 6.928  0.2341
H18 -1.021 1.884 4.916  0.2439
S3 0.604 -3.301 -2.047  -0.1173
C24 0.119 -2.500 -3.513  0.1206
N4 1.095 -2.005 -4.304  -0.4644
C25 0.886 -1.359 -5.471  0.0631
C26 -0.393 -1.168 -5.911  -0.2492
C27 -1.444 -1.668 -5.135  -0.0965
C28 -1.196 -2.336 -3.956  -0.2385
H19 2.043 -2.152 -3.976  0.4451
H20 1.768 -1.030 -6.000  0.2366
H21 -0.570 -0.650 -6.841  0.2505
H22 -2.465 -1.536 -5.470  0.2429
H23 -1.985 -2.736 -3.336  0.2748

Q | DFT (the ωB97M-V functional and the def2-TZVPD basis) results for a molecular structure, C28H23BrIrN4O4S3.

Results
Charge   +1
E_LUMO   -0.11485 hartree

Last column: natural (NBO) charge in e.
CARTESIAN COORDINATES (ANGSTROEM)
Ir1 -0.424 -0.306 -0.684  0.7573
O1 -4.026 -0.081 3.147  -0.7128
C1 -4.864 -0.260 2.069  0.3763
C2 -6.231 -0.423 2.216  -0.3120
C3 -7.019 -0.618 1.091  -0.1739
C4 -6.441 -0.655 -0.169  -0.2362
C5 -5.070 -0.490 -0.303  -0.1539
C6 -4.270 -0.287 0.811  -0.1472
C7 -2.787 -0.061 0.684  0.2080
O2 -2.388 -0.058 -0.644  -0.6987
N1 -2.068 -1.167 1.407  -0.4284
N2 -0.728 -1.070 1.154  -0.2101
C8 0.188 -1.421 1.973  0.0369
C9 1.600 -1.353 1.643  -0.1277
Br1 2.010 -0.844 -0.171  0.2455
C10 2.573 -1.537 2.534  -0.1390
C11 4.026 -1.472 2.337  -0.0261
C12 4.658 -2.120 1.277  -0.2201
C13 6.034 -2.039 1.133  -0.2035
C14 6.787 -1.309 2.041  -0.1871
C15 6.165 -0.676 3.109  -0.1859
C16 4.793 -0.770 3.266  -0.2045
H1 -4.549 0.022 3.949  0.4929
H2 -6.676 -0.400 3.205  0.2135
H3 -8.087 -0.742 1.206  0.2218
H4 -7.056 -0.808 -1.045  0.2207
H5 -4.599 -0.507 -1.276  0.2382
H6 -2.512 0.879 1.184  0.1757
H7 -2.281 -1.176 2.401  0.3935
H8 -0.076 -1.771 2.966  0.2219
H9 2.232 -1.720 3.550  0.2360
H10 4.080 -2.721 0.587  0.2154
H11 6.520 -2.556 0.317  0.2234
H12 7.860 -1.245 1.925  0.2259
H13 6.752 -0.117 3.826  0.2261
H14 4.308 -0.282 4.103  0.2217
O3 -1.055 2.703 1.994  -0.8953
S1 0.121 2.708 1.184  2.3010
O4 1.388 2.414 1.777  -0.9023
N3 -0.098 1.675 -0.126  -0.8004
C17 -0.074 2.292 -1.277  0.1708
S2 -0.255 1.218 -2.586  -0.0420
C18 0.067 3.751 -1.192  -0.1524
C19 0.078 4.695 -2.202  -0.1425
C20 0.220 6.030 -1.841  -0.1828
C21 0.349 6.402 -0.507  -0.1649
C22 0.338 5.452 0.511  -0.1946
C23 0.194 4.135 0.136  -0.2255
H15 -0.026 4.400 -3.238  0.2380
H16 0.228 6.792 -2.608  0.2343
H17 0.457 7.448 -0.255  0.2351
H18 0.433 5.739 1.549  0.2457
S3 -0.923 -2.434 -1.531  0.0534
C24 0.034 -2.737 -2.907  0.0830
N4 0.861 -1.810 -3.438  -0.5057
C25 1.620 -2.005 -4.547  0.0635
C26 1.587 -3.197 -5.194  -0.2691
C27 0.740 -4.204 -4.683  -0.1065
C28 -0.018 -3.983 -3.569  -0.2410
H19 0.870 -0.897 -2.988  0.4433
H20 2.223 -1.164 -4.858  0.2338
H21 2.190 -3.355 -6.074  0.2485
H22 0.690 -5.163 -5.181  0.2409
H23 -0.671 -4.745 -3.170  0.2501

Stability check: which of them is most stable? Q.

P | DFT (the ωB97M-V functional and the def2-TZVPD basis) results for a single C3H3FS2 molecule.

Results
Charge   0
E_LUMO   -0.06480 hartree

Last column: natural (NBO) charge in e.
CARTESIAN COORDINATES (ANGSTROEM)
F1 -0.474 1.465 -0.625  -0.3535
C1 0.174 0.990 0.460  -0.0111
C2 0.605 -0.410 0.036  -0.1999
S1 2.098 -0.954 -0.081  0.1643
C3 -0.577 -1.077 -0.451  -0.3692
S2 -2.044 -1.036 0.072  0.1795
H1 1.022 1.704 0.615  0.1902
H2 -0.503 0.890 1.293  0.1945
H3 -0.302 -1.572 -1.319  0.2052

Q | DFT (the ωB97M-V functional and the def2-TZVPD basis) results for a single C3H3FS2 molecule.

Results
Charge   0
E_LUMO   -0.03003 hartree

Last column: natural (NBO) charge in e.
CARTESIAN COORDINATES (ANGSTROEM)
F1 2.714 -0.475 0.010  -0.3184
C1 1.505 0.091 -0.022  0.3028
C2 0.428 -0.687 -0.020  -0.3736
C3 -0.955 -0.178 0.016  -0.3112
S1 -2.206 -1.236 -0.002  0.0102
S2 -1.133 1.546 -0.014  0.0865
H1 1.618 1.150 0.052  0.1849
H2 0.517 -1.775 -0.083  0.2563
H3 -2.486 1.563 0.063  0.1625

Stability check: which of them is most stable? Q.

P | DFT (the ωB97M-V functional and the def2-TZVPD basis) results for 3 unconnected molecules or ions with the total composition CH5O4.

Results
Charge   -1
E_LUMO   0.16205 hartree

Last column: natural (NBO) charge in e.
CARTESIAN COORDINATES (ANGSTROEM)
O1 -0.450 0.105 -1.923  -0.7625
C1 0.331 -0.290 -1.044  0.6185
O2 0.124 -0.490 0.181  -0.8277
H1 1.377 -0.511 -1.412  -0.0138
H2 -2.509 -0.896 -0.346  0.4793
H3 -2.161 0.317 0.424  0.4890
O3 -2.936 -0.206 0.174  -0.9760
H4 2.219 0.444 0.597  0.4860
H5 1.564 0.745 1.874  0.4779
O4 2.442 0.783 1.475  -0.9708

Q | DFT (the ωB97M-V functional and the def2-TZVPD basis) results for 3 unconnected molecules or ions with the total composition CH5O4.

Results
Charge   -1
E_LUMO   0.15708 hartree

Last column: natural (NBO) charge in e.
CARTESIAN COORDINATES (ANGSTROEM)
O1 1.126 -0.081 1.012  -0.7804
C1 1.243 0.573 -0.051  0.6404
O2 0.333 1.149 -0.695  -0.8002
H1 2.257 0.648 -0.501  0.0227
H2 -1.789 0.260 1.735  0.4503
H3 -0.408 -0.372 1.612  0.5054
O3 -1.294 -0.504 2.052  -1.0136
H4 -0.804 -1.651 -1.869  0.4539
H5 -0.664 -0.142 -1.607  0.5101
O4 -0.844 -0.800 -2.314  -0.9886

Stability check: which of them is most stable? Q.

P | DFT (the ωB97M-V functional and the def2-TZVPD basis) results for 2 unconnected molecules or ions with the total composition C2H7NS2.

Results
Charge   0
E_LUMO   -0.00574 hartree

Last column: natural (NBO) charge in e.
CARTESIAN COORDINATES (ANGSTROEM)
C1 1.226 1.099 0.095  -0.5764
C2 1.852 -0.075 0.235  0.0364
N1 1.301 -1.243 0.674  -0.8115
H1 0.252 1.237 0.548  0.1849
H2 1.559 1.790 -0.659  0.2083
H3 2.815 -0.213 -0.235  0.1834
H4 0.488 -1.229 1.259  0.3896
H5 1.826 -2.088 0.608  0.3869
S1 -2.010 0.325 -0.838  -0.2327
S2 -3.892 -0.031 0.031  -0.0981
H6 -1.287 1.464 -0.896  0.1853
H7 -4.131 -1.036 -0.821  0.1437

Q | DFT (the ωB97M-V functional and the def2-TZVPD basis) results for 2 unconnected molecules or ions with the total composition C2H7NS2.

Results
Charge   0
E_LUMO   0.00793 hartree

Last column: natural (NBO) charge in e.
CARTESIAN COORDINATES (ANGSTROEM)
C1 -2.189 -2.452 -2.351  -0.0642
N1 -1.005 -2.256 -1.793  -0.5948
H1 -2.975 -1.623 -2.295  0.1703
H2 -2.569 -3.426 -2.792  0.1557
H3 -0.525 -3.183 -1.688  0.3330
C2 1.685 2.216 0.677  -0.7434
S1 2.054 1.010 2.038  0.0768
S2 0.634 1.699 3.581  -0.1357
H4 2.176 3.152 0.919  0.2143
H5 2.027 1.792 -0.257  0.2304
H6 0.633 2.525 0.430  0.2334
H7 0.055 0.547 3.530  0.1242

R | DFT (the ωB97M-V functional and the def2-TZVPD basis) results for 3 unconnected molecules or ions with the total composition C2H7NS2.

Results
Charge   0
E_LUMO   0.01731 hartree

Last column: natural (NBO) charge in e.
CARTESIAN COORDINATES (ANGSTROEM)
C1 -0.391 -0.657 -1.291  -0.6998
C2 0.382 -0.125 -0.114  0.1403
N1 0.742 1.151 0.039  -0.7013
S1 0.852 -1.306 0.984  -0.1103
S2 1.593 1.763 1.283  0.1048
H1 -1.181 0.029 -1.598  0.2236
H2 -0.771 -1.757 -1.195  0.2664
H3 0.130 -0.855 -2.252  0.2534
H4 -1.156 -0.333 1.788  0.0056
H5 0.321 1.805 -0.675  0.4173
H6 1.412 0.325 1.674  0.1444
H7 -1.931 -0.039 1.357  -0.0445

S | DFT (the ωB97M-V functional and the def2-TZVPD basis) results for 2 unconnected molecules or ions with the total composition C2H7NS2.

Results
Charge   0
E_LUMO   0.01899 hartree

Last column: natural (NBO) charge in e.
CARTESIAN COORDINATES (ANGSTROEM)
C1 4.714 1.810 -1.064  -0.0458
N1 4.125 1.439 -2.115  -0.5926
H1 5.792 1.698 -1.056  0.1606
H2 4.220 2.263 -0.202  0.1475
H3 3.111 1.522 -2.070  0.3299
C2 -2.085 -0.715 -1.199  -0.7739
S1 -1.072 -0.251 0.205  0.0989
S2 -1.931 -1.091 1.855  -0.1313
H4 -2.640 -1.640 -1.028  0.2358
H5 -1.386 -0.977 -1.998  0.2324
H6 -2.839 0.019 -1.499  0.2210
H7 -2.951 -0.257 2.120  0.1176

Stability check: which of them is most stable? S.